Below is a single C4H6N2OS molecule in a non-equilibrium geometry, with properties calculated with the ωB97M-V functional and the def2-TZVPD basis.

The geometry in ORCA input format:
```
! RIJCOSX wB97M-V def2-TZVPD def2/J DEFGRID3
* xyz 0 1
C -1.083 -1.580 -0.018
C 0.160 -0.838 0.128
O 1.004 -1.146 -0.920
C 0.790 -0.800 1.488
N 0.655 0.367 1.974
N 0.082 1.233 1.127
C -0.195 0.611 -0.085
S -0.533 1.208 -1.561
H -1.735 -1.142 -0.850
H -1.637 -1.546 0.937
H -0.781 -2.713 -0.407
H 0.586 -0.960 -1.733
H 1.041 -1.541 2.207
H -0.177 2.181 1.396
*
```

## Properties
orbital gap = 9.0 eV
HOMO energy = -9.11 eV
energy above the lowest of the compared OMol25 structures with the same formula, charge and spin = 311.7 kJ/mol
SMILES = C[C@]1(O)C=NNC1=S
strongest force on any atom = 4.345 eV/A
total energy = -738.8860 Eh

These are the natural (NBO) partial charges, in e, on atoms 1 to 4:
1. C -0.624
2. C 0.055
3. O -0.690
4. C 0.023



Below is a single C4H6N2S2 molecule in a non-equilibrium geometry, with properties calculated with the ωB97M-V functional and the def2-TZVPD basis.

The geometry in ORCA input format:
```
! RIJCOSX wB97M-V def2-TZVPD def2/J DEFGRID3
* xyz 0 1
H -3.689 0.594 0.435
N -3.567 -0.234 -0.212
C -2.312 -0.393 -0.360
N -1.222 0.354 0.164
C 0.141 0.091 -0.038
C 0.803 -1.096 0.070
S 2.515 -1.126 -0.197
C 2.734 0.676 0.004
S 1.142 1.560 -0.294
H -1.963 -1.286 -0.957
H -1.490 1.083 0.807
H 0.347 -2.114 0.179
H 3.043 0.856 1.077
H 3.516 1.035 -0.678
*
```

## Properties
orbital gap = 8.3 eV
HOMO energy = -7.77 eV
energy above the lowest of the compared OMol25 structures with the same formula, charge and spin = 136.1 kJ/mol
SMILES = [H]/N=C\NC1=CSCS1
strongest force on any atom = 2.139 eV/A
total energy = -1061.8643 Eh

These are the natural (NBO) partial charges, in e, on atoms 1 to 4:
1. H 0.314
2. N -0.656
3. C 0.293
4. N -0.651



Below is a gas-phase ion, C4H6N3 (charge +1) in a non-equilibrium geometry, with properties calculated with the ωB97M-V functional and the def2-TZVPD basis.

The geometry in ORCA input format:
```
! RIJCOSX wB97M-V def2-TZVPD def2/J DEFGRID3
* xyz 1 1
C 2.033 -0.843 0.063
N 1.127 0.249 -0.007
C -0.139 0.139 0.113
C -1.268 1.156 0.096
C -2.364 0.411 0.065
N -2.096 -0.972 0.004
N -0.867 -1.143 0.059
H 2.461 -0.730 -0.988
H 1.407 -1.788 0.087
H 2.909 -0.553 0.797
H 1.404 1.290 -0.214
H -1.125 2.263 0.016
H -3.482 0.522 -0.092
*
```

## Properties
orbital gap = 8.0 eV
HOMO energy = -15.02 eV
energy above the lowest of the compared OMol25 structures with the same formula, charge and spin = 349.3 kJ/mol
SMILES = C/[NH+]=C1/C=CN=N1
strongest force on any atom = 4.165 eV/A
total energy = -319.8986 Eh

These are the natural (NBO) partial charges, in e, on atoms 1 to 4:
1. C -0.460
2. N -0.369
3. C 0.471
4. C -0.298



Below is a gas-phase ion, C4H6N3 (charge +1) in a non-equilibrium geometry, with properties calculated with the ωB97M-V functional and the def2-TZVPD basis.

The geometry in ORCA input format:
```
! RIJCOSX wB97M-V def2-TZVPD def2/J DEFGRID3
* xyz 1 1
N 2.487 1.795 -1.423
C 2.017 0.834 -1.085
C 0.811 -0.279 -0.994
C 0.655 -0.706 0.525
N -0.246 0.341 0.991
C -0.857 0.917 -0.020
N -0.392 0.545 -1.195
H 1.071 -1.111 -1.637
H 0.296 -1.794 0.708
H 1.789 -0.583 1.017
H -0.398 0.643 1.924
H -1.741 1.530 0.019
H -0.383 1.100 -1.999
*
```

## Properties
orbital gap = 11.1 eV
HOMO energy = -15.78 eV
energy above the lowest of the compared OMol25 structures with the same formula, charge and spin = 145.4 kJ/mol
SMILES = N#C[C@H]1CNC=[NH+]1
strongest force on any atom = 6.550 eV/A
total energy = -319.9762 Eh

These are the natural (NBO) partial charges, in e, on atoms 1 to 4:
1. N -0.239
2. C 0.187
3. C -0.093
4. C -0.258



Below is a gas-phase ion, C4H6N3 (charge +1) in a non-equilibrium geometry, with properties calculated with the ωB97M-V functional and the def2-TZVPD basis.

The geometry in ORCA input format:
```
! RIJCOSX wB97M-V def2-TZVPD def2/J DEFGRID3
* xyz 1 1
N -1.783 -0.071 1.124
C -0.832 0.048 0.264
C 0.703 0.399 0.890
N 1.619 -0.069 0.049
C 1.454 -0.621 -1.072
C 0.191 -0.208 -1.732
N -0.795 0.101 -0.992
H -1.818 0.487 1.907
H -2.706 -0.590 1.049
H 0.801 1.553 1.213
H 0.601 -0.160 1.740
H 2.248 -0.921 -1.676
H 0.316 0.051 -2.763
*
```

## Properties
orbital gap = 8.5 eV
HOMO energy = -14.26 eV
energy above the lowest of the compared OMol25 structures with the same formula, charge and spin = 254.4 kJ/mol
SMILES = [NH2+]=C1CN=CC=N1
strongest force on any atom = 5.809 eV/A
total energy = -319.9347 Eh

These are the natural (NBO) partial charges, in e, on atoms 1 to 4:
1. N -0.701
2. C 0.524
3. C -0.273
4. N -0.264



Below is a gas-phase ion, C4H6N3 (charge +1) in a non-equilibrium geometry, with properties calculated with the ωB97M-V functional and the def2-TZVPD basis.

The geometry in ORCA input format:
```
! RIJCOSX wB97M-V def2-TZVPD def2/J DEFGRID3
* xyz 1 1
C 0.037 1.674 -0.291
C 1.314 0.356 1.102
C -0.757 0.545 -0.856
C -0.463 -0.714 -0.071
N 0.944 1.494 0.611
N 2.330 -1.226 2.487
N 1.889 -0.261 1.966
H 0.015 2.700 -0.652
H -1.818 0.843 -0.600
H -0.568 0.575 -1.862
H 0.231 -1.568 -0.436
H -1.114 -1.090 0.613
H 3.234 -1.646 2.430
*
```

## Properties
orbital gap (alpha / beta) = 7.6 / 8.0 eV
HOMO energy (alpha / beta) = -14.04 / -14.12 eV
energy above the lowest of the compared OMol25 structures with the same formula, charge and spin = 620.3 kJ/mol
strongest force on any atom = 4.851 eV/A
total energy = -319.7954 Eh

These are the natural (NBO) partial charges, in e, on atoms 1 to 4:
1. C 0.285
2. C 0.457
3. C -0.577
4. C -0.171



Below is a molecular structure, C4H6N3 in a non-equilibrium geometry, with properties calculated with the ωB97M-V functional and the def2-TZVPD basis.

The geometry in ORCA input format:
```
! RIJCOSX wB97M-V def2-TZVPD def2/J DEFGRID3
* xyz 1 1
C -1.816 -0.976 0.435
C -2.475 0.209 -0.080
C -0.088 0.293 -0.081
C 2.326 -0.052 -0.069
N -0.532 -0.924 0.382
N -1.772 1.181 -0.394
N 1.064 0.807 -0.275
H -2.301 -1.744 1.015
H -3.498 0.419 -0.102
H 2.377 -0.663 -0.950
H 3.193 0.595 0.060
H 2.254 -0.806 0.762
H 1.269 1.662 -0.704
*
```

## Properties
orbital gap = 8.7 eV
HOMO energy = -15.26 eV
energy above the lowest of the compared OMol25 structures with the same formula, charge and spin = 306.2 kJ/mol
strongest force on any atom = 4.632 eV/A
total energy = -319.9150 Eh

These are the natural (NBO) partial charges, in e, on atoms 1 to 4:
1. C 0.238
2. C -0.064
3. C 0.658
4. C -0.434



Below is a gas-phase ion, C4H6N3 (charge +1) in a non-equilibrium geometry, with properties calculated with the ωB97M-V functional and the def2-TZVPD basis.

The geometry in ORCA input format:
```
! RIJCOSX wB97M-V def2-TZVPD def2/J DEFGRID3
* xyz 1 1
C 0.794 -1.028 0.338
C 0.125 0.314 0.741
C 0.977 1.508 0.179
N 1.450 2.421 -0.339
N -1.114 0.629 0.197
C -2.280 0.344 0.125
N -3.451 0.199 0.115
H 0.470 -1.547 -0.683
H 0.756 -1.727 1.161
H 1.737 -0.699 0.109
H 0.146 0.473 1.757
H 1.481 3.348 -0.783
H -4.390 0.362 0.097
*
```

## Properties
orbital gap = 9.1 eV
HOMO energy = -13.67 eV
energy above the lowest of the compared OMol25 structures with the same formula, charge and spin = 312.2 kJ/mol
SMILES = C[C@@H](C#[NH+])N=C=N
strongest force on any atom = 3.162 eV/A
total energy = -319.9127 Eh

These are the natural (NBO) partial charges, in e, on atoms 1 to 4:
1. C -0.613
2. C -0.052
3. C 0.690
4. N -0.451



Below is a gas-phase ion, C4H6N3O (charge +1) in a non-equilibrium geometry, with properties calculated with the ωB97M-V functional and the def2-TZVPD basis.

The geometry in ORCA input format:
```
! RIJCOSX wB97M-V def2-TZVPD def2/J DEFGRID3
* xyz 1 1
C 0.176 0.924 1.574
C 0.091 1.495 3.015
C -0.555 -1.179 -0.962
C -0.014 -1.066 -2.288
N -0.592 -0.042 1.065
N 0.827 0.665 -0.500
N -0.158 -0.200 -0.127
O 1.071 1.311 0.615
H 0.901 2.146 3.158
H -0.632 0.967 3.493
H -1.212 -1.924 -0.712
H -0.667 -0.688 -3.074
H 0.696 -0.378 -2.423
H 0.068 -2.032 -2.836
*
```

## Properties
orbital gap (alpha / beta) = 7.6 / 7.2 eV
HOMO energy (alpha / beta) = -14.10 / -13.70 eV
energy above the lowest of the compared OMol25 structures with the same formula, charge and spin = 598.9 kJ/mol
strongest force on any atom = 6.747 eV/A
total energy = -395.0205 Eh

These are the natural (NBO) partial charges, in e, on atoms 1 to 4:
1. C 0.445
2. C -0.194
3. C 0.213
4. C -0.742